{"formula": "C29H38AuCl4N5O3SSi", "method": "wB97M-V/def2-TZVPD", "elements": ["Au", "C", "Si", "C", "C", "N", "C", "C", "C", "C", "C", "C", "H", "H", "H", "H", "H", "H", "H", "H", "H", "H", "H", "H", "H", "H", "Cl", "C", "C", "C", "C", "C", "C", "N", "C", "C", "N", "C", "O", "C", "C", "C", "Cl", "S", "C", "C", "C", "Cl", "C", "H", "H", "H", "H", "H", "H", "H", "H", "H", "H", "H", "H", "H", "Cl", "C", "C", "O", "O", "H", "H", "N", "C", "C", "N", "H", "H", "H", "H", "H", "H", "H", "H", "H"], "xyz": [[-1.61520, 0.60079, 0.44579], [-6.28464, -0.81845, 1.01366], [-5.00298, 0.51111, 1.16865], [-5.42079, 2.04372, 0.21928], [-4.64096, 0.94952, 2.93737], [-3.47164, -0.22464, 0.53158], [-3.32389, -1.14515, -0.42888], [-4.15764, -1.17274, -1.59929], [-3.94428, -2.10898, -2.56877], [-2.91263, -3.05769, -2.41500], [-2.08378, -3.06447, -1.29613], [-2.27589, -2.12315, -0.30937], [-6.99552, -0.72544, 1.83737], [-5.85176, -1.82051, 1.06343], [-6.84369, -0.73264, 0.07969], [-6.40127, 2.41249, 0.53582], [-5.46285, 1.86909, -0.85874], [-4.68042, 2.81828, 0.42133], [-5.57495, 1.10144, 3.48392], [-4.08966, 1.89513, 2.97696], [-4.08131, 0.16454, 3.45347], [-4.93398, -0.42404, -1.70519], [-4.56067, -2.12378, -3.45721], [-2.77158, -3.81033, -3.18096], [-1.32244, -3.82560, -1.18856], [-1.69400, -2.13751, 0.60486], [5.34746, -5.94888, -5.14470], [4.93114, -4.60753, -4.14341], [5.80573, -3.54146, -4.01083], [5.45627, -2.47267, -3.20068], [4.24638, -2.44604, -2.51591], [3.87241, -1.26379, -1.64681], [2.96637, -0.30214, -2.40881], [2.06127, 0.44757, -1.52979], [2.13832, 1.78854, -1.24486], [1.09950, 2.06846, -0.41903], [0.40473, 0.89947, -0.17424], [1.01525, -0.05555, -0.86465], [4.99647, -0.52158, -1.23438], [5.62437, -1.03809, -0.05722], [4.69996, -1.06742, 1.12388], [4.21764, 0.04190, 1.74692], [4.63841, 1.66909, 1.41511], [3.13211, -0.33822, 3.01732], [3.28957, -2.01687, 2.71769], [4.14835, -2.25800, 1.69475], [3.39718, -3.53108, -2.67781], [1.84642, -3.55551, -1.85322], [3.71616, -4.61297, -3.47790], [6.75072, -3.55171, -4.53657], [6.13742, -1.64062, -3.08012], [3.32830, -1.62712, -0.76944], [2.37892, -0.83133, -3.15649], [3.59671, 0.42871, -2.91193], [2.91247, 2.41518, -1.65352], [0.82682, 3.01142, 0.02601], [0.73251, -1.09616, -0.90458], [6.47464, -0.38389, 0.12215], [6.00061, -2.04676, -0.25147], [2.77122, -2.73372, 3.33584], [4.41597, -3.25250, 1.36089], [3.03510, -5.44612, -3.58283], [-2.32120, 2.17621, -1.74445], [-1.93052, 3.80408, -1.10353], [-1.76405, 3.82024, 0.41087], [-1.05881, 4.79305, 0.83357], [-2.28153, 2.95229, 1.12456], [-2.75081, 4.46398, -1.37930], [-1.01987, 4.14088, -1.58681], [-0.45011, 4.60635, 3.26319], [-0.89054, 3.29758, 3.81215], [-0.25130, 2.14857, 3.02375], [-1.17494, 1.01727, 2.80031], [-0.83573, 5.37303, 3.80895], [-0.81164, 4.72854, 2.03513], [0.56248, 4.70031, 3.30461], [-1.97188, 3.26275, 3.69396], [-0.66045, 3.23488, 4.87465], [0.64211, 1.77553, 3.51926], [0.06836, 2.53446, 2.05680], [-2.13206, 1.30617, 2.96987], [-0.98196, 0.23028, 3.40799]], "lowdin_charge": [1.00, -0.15, 0.45, -0.16, -0.16, -0.12, -0.39, 0.01, -0.02, 0.02, -0.05, -0.01, 0.05, 0.04, 0.04, 0.05, 0.03, 0.01, 0.05, 0.02, 0.04, 0.12, 0.13, 0.13, 0.11, 0.11, 0.72, -0.66, -0.07, 0.00, -0.20, -0.32, -0.03, -0.03, -0.02, -0.12, -0.08, -0.13, -0.10, -0.13, -0.33, -0.97, 0.69, 0.98, -0.40, -0.14, -0.56, 0.71, -0.12, 0.12, 0.13, 0.11, 0.14, 0.15, 0.14, 0.10, 0.10, 0.14, 0.14, 0.07, 0.13, 0.11, 0.66, -0.40, -0.66, 0.05, -0.08, 0.10, 0.09, 0.09, -0.16, -0.23, 0.00, 0.15, 0.08, 0.14, 0.11, 0.13, 0.11, 0.07, 0.02, 0.10], "e_homo_ev": -13.08, "charge": 2, "homo_lumo_gap_ev": 4.7, "fmax_ha_per_bohr": 0.0230}

***

{"formula": "C2H6NS4", "method": "wB97M-V/def2-TZVPD", "elements": ["C", "C", "N", "S", "S", "S", "S", "H", "H", "H", "H", "H", "H"], "xyz": [[-0.81377, 0.01376, -0.13978], [0.53749, -0.43080, -0.76055], [1.62655, -0.27486, 0.45510], [-1.42794, -1.18735, 1.11448], [-2.22238, 0.22271, -1.20140], [-3.33015, -0.47354, 0.50393], [-0.46850, 1.65578, 0.74502], [0.80320, 0.10929, -1.72749], [0.46716, -1.47246, -1.12620], [2.64895, -0.41201, 0.21766], [1.24540, -0.90218, 1.22722], [1.49937, 0.67255, 1.00824], [-0.56538, 2.47911, -0.31621]], "lowdin_charge": [-1.48, -0.20, 0.11, 0.47, 0.52, 0.27, 0.71, 0.15, 0.12, 0.18, 0.14, 0.10, -0.09], "e_homo_ev": -12.17, "charge": 1, "homo_lumo_gap_ev": 7.6, "de_lowest_kcal_mol": 1.2, "fmax_ha_per_bohr": 0.0447}

***

{"formula": "C3H6O2", "method": "wB97M-V/def2-TZVPD", "elements": ["C", "C", "O", "C", "O", "H", "H", "H", "H", "H", "H"], "xyz": [[0.85062, 0.03149, -0.88170], [0.13219, 1.19890, -0.10274], [-1.02340, 0.51267, 0.26512], [-0.53376, -0.71576, 0.76917], [0.50770, -1.09978, -0.08387], [0.47754, -0.00659, -1.93451], [1.91462, 0.13249, -0.92381], [-0.21516, 2.09917, -0.67897], [0.75470, 1.46597, 0.80624], [-1.35092, -1.47700, 0.76826], [-0.14956, -0.60493, 1.80443]], "lowdin_charge": [-0.15, -0.18, -0.11, -0.24, -0.10, 0.13, 0.10, 0.14, 0.13, 0.14, 0.13], "e_homo_ev": -9.95, "smiles": "C1COCO1", "homo_lumo_gap_ev": 11.0, "de_lowest_kcal_mol": 37.0, "fmax_ha_per_bohr": 0.0302}